No. 1
Here is an isolated molecule of C2H5N3S2 at a distorted geometry from the OMol25 dataset. Energies are from ωB97M-V/def2-TZVPD.

Each line ends with the Löwdin charge.
Geometry (Å):
C1 0.651 -0.374 0.212  -0.237
C2 -0.685 -0.785 0.172  -0.291
N1 1.233 0.704 -0.135  -0.068
N2 -1.695 0.011 0.011  -0.976
N3 2.563 0.871 0.074  -0.004
S1 -1.592 1.671 -0.100  0.496
S2 -3.281 -0.787 0.019  0.738
H1 1.240 -1.198 0.532  0.093
H2 -0.874 -1.920 0.199  0.131
H3 3.272 0.111 0.203  0.119
H4 2.716 1.919 -0.023  0.130
H5 -3.549 -0.223 -1.162  -0.133

Summary:
Energy relative to the best compared isomer or geometry (same formula, charge and spin): 4.589 eV
Spin multiplicity: 1
Orbital gap: 0.2656 hartree
Strongest force on any atom: 2.7 eV/A
LUMO energy: -0.4 eV

=====

No. 2
Here is a cluster of 2 separate species, C5H15NSi in total at a distorted geometry from the OMol25 dataset. Energies are from ωB97M-V/def2-TZVPD.

Each line ends with the Löwdin charge.
Geometry (Å):
C1 2.850 -0.908 -0.505  -0.234
C2 -1.761 0.892 1.532  -0.131
C3 -2.144 -0.558 -0.500  -0.149
C4 1.496 -0.934 0.106  -0.374
C5 -1.419 0.650 0.074  -0.561
N1 1.057 2.166 0.104  -0.052
Si1 0.414 0.643 -0.402  0.576
H1 3.552 -1.619 -0.077  0.056
H2 2.819 -1.431 -1.587  0.114
H3 3.259 0.071 -0.684  0.041
H4 -2.863 1.135 1.620  0.097
H5 -1.299 0.091 2.084  0.067
H6 -1.229 1.785 1.962  0.070
H7 -2.571 -0.376 -1.529  0.094
H8 -3.093 -0.544 0.072  0.065
H9 -1.746 -1.520 -0.174  0.070
H10 1.575 -0.740 1.222  0.064
H11 1.032 -1.951 0.041  0.074
H12 -1.753 1.440 -0.567  0.070
H13 0.513 2.997 0.412  0.062
H14 2.018 2.282 0.122  -0.009
H15 0.334 0.792 -2.322  -0.010

Summary:
⟨S²⟩: 2.00
Energy relative to the best compared isomer or geometry (same formula, charge and spin): 1.723 eV
Spin multiplicity: 3
Orbital gap (spin up / spin down): 0.1650 / 0.2644 hartree
Strongest force on any atom: 4.3 eV/A
LUMO energy (spin up / spin down): 0.8 / -2.5 eV

=====

No. 3
Here is a cluster of 2 separate species, C6H10FN2O in total at a distorted geometry from the OMol25 dataset. Energies are from ωB97M-V/def2-TZVPD.

Each line ends with the Löwdin charge.
Geometry (Å):
C1 -0.547 -0.656 0.596  -0.114
C2 -1.147 -1.884 0.379  -0.082
C3 0.644 -0.296 -1.449  -0.010
C4 1.848 -0.094 -1.993  -0.117
C5 0.281 0.119 -0.062  -0.275
C6 -0.765 -2.558 -0.688  -0.201
N1 -0.714 -3.285 -1.628  0.202
N2 -0.878 2.724 1.851  0.277
O1 0.789 1.330 0.511  -0.012
F1 2.219 -0.570 -3.189  0.057
H1 -0.757 -0.400 1.578  0.098
H2 -1.634 -2.469 1.157  0.134
H3 -0.181 -0.866 -1.919  0.121
H4 -0.334 2.078 1.192  0.080
H5 2.589 0.303 -1.299  0.121
H6 0.005 -4.074 -1.777  0.156
H7 -1.506 2.525 2.674  0.178
H8 -1.391 3.455 1.408  0.126
H9 -0.217 3.319 2.399  0.163
H10 1.698 1.297 0.258  0.098

Summary:
Total charge: +1
Energy relative to the best compared isomer or geometry (same formula, charge and spin): 3.385 eV
Spin multiplicity: 1
Orbital gap: 0.2684 hartree
Strongest force on any atom: 3.9 eV/A
LUMO energy: -3.7 eV

=====

No. 4
Here is an isolated molecule of C4H11NS2 at a distorted geometry from the OMol25 dataset. Energies are from ωB97M-V/def2-TZVPD.

Each line ends with the Löwdin charge.
Geometry (Å):
C1 -2.517 -1.320 -0.034  -0.129
N1 -1.230 -0.661 -0.283  -0.125
C2 -0.869 0.314 0.759  -0.252
C3 0.315 1.230 0.336  -0.279
C4 1.310 0.453 -0.439  -0.605
S1 2.639 1.503 -1.122  0.432
S2 4.358 0.568 -0.384  0.301
H1 -3.224 -0.741 0.531  0.067
H2 -2.958 -1.632 -0.977  0.069
H3 -2.387 -2.259 0.529  0.078
H4 -0.534 -1.389 -0.188  0.091
H5 -1.760 0.934 0.882  0.105
H6 -0.697 -0.014 1.781  0.108
H7 0.709 1.677 1.249  0.108
H8 -0.127 2.068 -0.227  0.111
H9 0.834 -0.044 -1.273  0.060
H10 1.767 -0.309 0.198  0.066
H11 4.369 -0.377 -1.336  -0.205

Summary:
SMILES: CNCCCSS
Energy relative to the best compared isomer or geometry (same formula, charge and spin): 0.881 eV
Spin multiplicity: 1
Orbital gap: 0.3471 hartree
Strongest force on any atom: 2.0 eV/A
LUMO energy: 0.6 eV

=====

No. 5
Here is the ion C13H18Cl2N3 with charge +1 at a distorted geometry from the OMol25 dataset. Energies are from ωB97M-V/def2-TZVPD.

Each line ends with the Löwdin charge.
Geometry (Å):
C1 -2.104 1.891 -0.611  0.199
C2 -1.449 1.037 -0.068  -0.060
C3 -0.909 -0.254 0.355  -0.068
C4 0.301 -0.710 -0.221  -0.083
C5 1.132 0.060 -1.241  -0.110
C6 2.651 -0.298 -0.993  -0.198
C7 3.562 0.800 -1.655  -0.183
C8 4.350 1.571 -0.545  -0.275
N1 3.494 2.628 0.047  -0.011
C9 0.709 -1.995 0.263  0.068
N2 -0.064 -2.569 1.172  0.055
N3 -1.182 -2.190 1.713  0.133
C10 -1.638 -1.018 1.339  -0.197
C11 -2.948 -0.518 1.998  -0.617
Cl1 -3.070 -1.315 3.625  0.652
C12 -4.234 -0.881 1.194  -0.704
C13 -4.204 -0.545 -0.323  -0.130
Cl2 -5.575 0.122 1.906  0.619
H1 -2.732 2.584 -1.158  0.081
H2 0.892 -0.322 -2.253  0.145
H3 1.013 1.152 -1.178  0.117
H4 2.884 -1.320 -1.351  0.106
H5 2.870 -0.309 0.098  0.110
H6 2.872 1.496 -2.174  0.105
H7 4.253 0.375 -2.405  0.110
H8 4.720 0.874 0.228  0.112
H9 5.191 2.069 -1.074  0.110
H10 3.616 3.499 -0.462  0.071
H11 3.841 2.779 0.992  0.065
H12 1.627 -2.482 -0.087  0.153
H13 0.279 -3.472 1.507  0.195
H14 -2.918 0.568 2.178  0.105
H15 -4.525 -1.941 1.294  0.106
H16 -5.016 -1.119 -0.806  0.091
H17 -4.447 0.521 -0.486  0.061
H18 -3.243 -0.767 -0.817  0.071

Summary:
SMILES: C#Cc1c(CCCCN)c[nH+]nc1[C@H](Cl)[C@H](C)Cl
Total charge: +1
Spin multiplicity: 1
Orbital gap: 0.2605 hartree
Strongest force on any atom: 2.4 eV/A
LUMO energy: -5.0 eV

=====

No. 6
Here is the ion C3H3N2O with charge -1 at a distorted geometry from the OMol25 dataset. Energies are from ωB97M-V/def2-TZVPD.

Each line ends with the Löwdin charge.
Geometry (Å):
N1 2.952 -0.016 0.120  0.025
C1 1.851 -0.044 -0.215  -0.147
C2 0.162 -0.001 -0.404  -0.291
C3 -0.793 0.477 0.516  -0.214
N2 -0.662 -0.949 0.395  -0.293
O1 -1.594 -1.664 -0.159  -0.348
H1 -0.037 0.067 -1.418  0.073
H2 -0.359 1.118 1.286  0.093
H3 -1.520 1.013 -0.120  0.101

Summary:
SMILES: N#C[C@@H]1CN1[O-]
Total charge: -1
Energy relative to the best compared isomer or geometry (same formula, charge and spin): 1.279 eV
Spin multiplicity: 1
Orbital gap: 0.2454 hartree
Strongest force on any atom: 5.8 eV/A
LUMO energy: 4.4 eV

=====

| no. | electronic energy (Ha) |
| --- | --- |
| 1 | -1039.71470 |
| 2 | -543.51234 |
| 3 | -518.85609 |
| 4 | -1010.10601 |
| 5 | -1590.46613 |
| 6 | -300.73389 |